(1)
Here is C21H22N4O3 in the gas phase from OMol25. Energies are from the ωB97M-V functional and the def2-TZVPD basis.

SMILES string: CCC(=O)N1CC[C@H](Oc2cnnc3ccc(-c4ccc(OC)nc4)cc23)C1
Strongest force on any atom: 3.25 eV Å⁻¹
Spin multiplicity: 1
Relative energy (zero: lowest compared OMol25 entry of this formula, charge and spin): 86.6 kcal per mole
HOMO-LUMO gap: 8.036 eV
Highest occupied orbital energy: -8.529 eV
E: -34235.4876 eV

Element x y z (Å)
C: 4.0267 0.4669 5.0490
C: 2.8755 -0.5373 4.8050
C: 1.4923 -0.0461 5.2088
O: 1.1053 -0.3087 6.3384
N: 0.6523 0.6707 4.3204
C: -0.6784 1.1321 4.7007
C: -1.3418 1.2496 3.3314
C: -0.1878 1.6164 2.3967
O: -0.3884 1.3374 1.0110
C: -1.3563 2.0722 0.3097
C: -1.9927 3.2678 0.7372
N: -2.8864 3.9082 -0.0668
N: -3.1850 3.4315 -1.2652
C: -2.6083 2.3001 -1.7259
C: -2.9164 1.8879 -3.0150
C: -2.2740 0.7634 -3.5810
C: -1.4026 -0.0111 -2.8138
C: -0.7228 -1.1551 -3.4648
C: -0.5299 -2.3408 -2.7364
C: 0.0085 -3.4224 -3.4325
C: 0.4771 -3.2740 -4.7797
O: 1.0669 -4.3781 -5.4274
C: 1.5190 -4.0796 -6.7663
N: 0.3176 -2.1065 -5.4130
C: -0.2909 -1.0765 -4.8001
C: -1.1498 0.3666 -1.4842
C: -1.7200 1.5519 -0.9288
C: 0.9577 0.8267 2.9210
H: 4.0186 0.7103 6.1407
H: 4.9736 0.0071 4.8293
H: 3.8846 1.3697 4.4152
H: 3.0722 -1.3958 5.4474
H: 2.8655 -0.8847 3.7613
H: -1.1727 0.4685 5.3937
H: -0.6431 2.0793 5.2503
H: -2.1456 1.9864 3.3282
H: -1.7223 0.2838 2.9900
H: -0.0102 2.6707 2.4826
H: -1.7445 3.7579 1.7010
H: -3.6674 2.4981 -3.5517
H: -2.5694 0.4855 -4.5709
H: -0.9327 -2.4931 -1.7461
H: 0.1235 -4.3978 -2.9170
H: 2.0120 -4.9734 -7.1696
H: 2.2502 -3.2644 -6.7881
H: 0.6548 -3.8290 -7.3739
H: -0.4977 -0.1759 -5.3511
H: -0.4961 -0.2635 -0.8897
H: 1.8887 1.4134 2.7351
H: 0.9908 -0.1661 2.4550

(2)
Here is C21H22N4O4S in the gas phase from OMol25. Energies are from the ωB97M-V functional and the def2-TZVPD basis.

SMILES string: CCn1c(COc2ccccc2)nnc1SCC(=O)Nc1ccc2c(c1)OCCO2
Strongest force on any atom: 1.22 eV Å⁻¹
Spin multiplicity: 1
Relative energy (zero: lowest compared OMol25 entry of this formula, charge and spin): 61.5 kcal per mole
HOMO-LUMO gap: 8.114 eV
Highest occupied orbital energy: -7.620 eV
E: -47119.4409 eV

Element x y z (Å)
C: -5.5802 0.1904 1.2347
C: -4.0837 0.0535 1.4937
N: -3.3416 0.0047 0.2618
C: -2.8809 1.0245 -0.5359
C: -2.9614 2.4760 -0.1980
O: -1.8442 3.1984 -0.6415
C: -0.6037 2.8663 -0.1654
C: 0.4550 3.5958 -0.7052
C: 1.7468 3.3673 -0.2809
C: 2.0080 2.4050 0.6821
C: 0.9623 1.6759 1.2127
C: -0.3412 1.9039 0.8005
N: -2.3086 0.5372 -1.5966
N: -2.3780 -0.8010 -1.5396
C: -2.9897 -1.1204 -0.4276
S: -3.2760 -2.7236 0.1714
C: -2.1056 -3.6609 -0.8677
C: -0.6618 -3.3771 -0.4449
O: -0.1019 -4.0632 0.3813
N: -0.1412 -2.3106 -1.0918
C: 1.0950 -1.6836 -0.9010
C: 1.3221 -0.5006 -1.6055
C: 2.5280 0.1540 -1.4862
C: 3.5196 -0.3420 -0.6490
C: 3.2756 -1.5014 0.0911
C: 2.0712 -2.1781 -0.0490
O: 4.1966 -2.0084 0.9728
C: 5.2264 -1.1006 1.2889
C: 5.7425 -0.4254 0.0187
O: 4.7154 0.3341 -0.5762
H: -5.7923 1.1054 0.6858
H: -5.9378 -0.6573 0.6552
H: -6.1145 0.2162 2.1797
H: -3.8801 -0.8754 2.0345
H: -3.7215 0.8956 2.0907
H: -3.1064 2.6003 0.8862
H: -3.8109 2.9340 -0.7172
H: 0.2319 4.3370 -1.4559
H: 2.5576 3.9399 -0.7055
H: 3.0206 2.2247 1.0068
H: 1.1511 0.9157 1.9564
H: -1.1326 1.3197 1.2445
H: -2.3047 -3.4026 -1.9059
H: -2.3420 -4.7057 -0.6700
H: -0.7798 -1.7830 -1.6905
H: 0.5495 -0.0975 -2.2421
H: 2.7253 1.0601 -2.0345
H: 1.9106 -3.0788 0.5185
H: 6.0110 -1.6788 1.7792
H: 4.8506 -0.3310 1.9780
H: 6.5555 0.2683 0.2388
H: 6.0942 -1.1967 -0.6805

(3)
Here is C21H22N4O6S in the gas phase from OMol25. Energies are from the ωB97M-V functional and the def2-TZVPD basis.

SMILES string: CCOc1ccccc1C(=O)Nc1ccc(S(=O)(=O)Nc2cc(OC)nc(OC)n2)cc1
Strongest force on any atom: 1.31 eV Å⁻¹
Spin multiplicity: 1
Relative energy (zero: lowest compared OMol25 entry of this formula, charge and spin): 66.3 kcal per mole
HOMO-LUMO gap: 9.168 eV
Highest occupied orbital energy: -8.949 eV
E: -51215.0694 eV

Element x y z (Å)
C: 2.7633 -2.8224 -0.9583
C: 3.7542 -1.8700 -1.6209
O: 3.5608 -0.5169 -1.2506
C: 4.0444 -0.0567 -0.0671
C: 4.7344 -0.8191 0.8696
C: 5.2254 -0.2373 2.0263
C: 5.0560 1.1138 2.2680
C: 4.3796 1.8849 1.3406
C: 3.8503 1.3125 0.1923
C: 3.1815 2.1974 -0.7998
O: 3.6838 3.2228 -1.2041
N: 1.9562 1.8043 -1.2835
C: 1.1333 0.7651 -0.8832
C: 1.0571 0.3585 0.4522
C: 0.2333 -0.6908 0.8072
C: -0.5279 -1.3235 -0.1575
S: -1.5878 -2.6640 0.3447
O: -2.1405 -3.3015 -0.8075
O: -0.9343 -3.4628 1.3354
N: -2.8113 -1.8592 1.1863
C: -3.4482 -0.7623 0.6598
C: -3.6855 -0.6478 -0.6994
C: -4.3197 0.5286 -1.1060
O: -4.5530 0.7123 -2.4045
C: -5.2141 1.9150 -2.7620
N: -4.6902 1.4690 -0.2468
C: -4.4372 1.2400 1.0349
O: -4.8439 2.1947 1.8620
C: -4.6004 1.9813 3.2405
N: -3.8192 0.1799 1.5322
C: -0.4973 -0.9093 -1.4757
C: 0.3270 0.1376 -1.8369
H: 1.7463 -2.5679 -1.2443
H: 2.9725 -3.8397 -1.2764
H: 2.8301 -2.7720 0.1254
H: 3.6012 -1.8741 -2.7038
H: 4.7878 -2.1753 -1.4196
H: 4.9015 -1.8715 0.7077
H: 5.7539 -0.8528 2.7389
H: 5.4525 1.5636 3.1645
H: 4.2445 2.9448 1.4948
H: 1.6737 2.3042 -2.1187
H: 1.6405 0.8649 1.2039
H: 0.1792 -1.0361 1.8274
H: -2.6831 -1.8292 2.1865
H: -3.4259 -1.4247 -1.3921
H: -6.1891 1.9758 -2.2759
H: -4.6223 2.7819 -2.4629
H: -5.3266 1.8813 -3.8434
H: -3.5287 1.9068 3.4365
H: -5.0835 1.0631 3.5805
H: -5.0213 2.8446 3.7513
H: -1.1010 -1.4269 -2.2033
H: 0.3679 0.4650 -2.8648

Which formula does entry 1 have?
C21H22N4O3